No. 1
Formula: C21H46B2F8N4O5Si2
Source: the Open Molecules 2025 dataset
Level of theory: ωB97M-V with the def2-TZVPD basis set

Structure (ORCA input):
```
! RIJCOSX wB97M-V def2-TZVPD def2/J DEFGRID3
* xyz 0 1
C 1.20 -3.33 3.43
C -0.24 -3.08 2.89
B -0.81 -1.69 3.30
O -1.35 -1.52 4.57
N -0.83 -0.49 2.44
C -0.40 -0.68 1.01
C -0.43 0.58 0.14
O -0.81 0.22 -1.17
C -0.46 0.70 3.06
N -1.36 1.66 3.13
C -2.76 1.57 2.72
C -3.39 2.96 2.68
O -4.41 2.92 1.71
C -5.63 3.55 2.03
C -5.72 4.91 1.36
F -4.51 5.48 1.22
F -6.27 4.82 0.14
F -6.48 5.76 2.08
N 0.75 0.98 3.65
C 1.93 0.37 3.00
C 3.18 1.18 3.33
C 3.23 2.51 2.56
C 4.48 2.67 1.70
F 4.30 2.06 0.49
F 5.56 2.07 2.28
C 4.87 4.16 1.43
F 5.40 4.30 0.22
F 5.75 4.58 2.34
F 3.78 4.95 1.51
C 0.76 0.90 5.14
B 0.94 2.27 5.91
O 0.87 2.22 7.29
O 1.15 3.47 5.25
H 1.25 -4.29 3.94
H 1.91 -3.37 2.61
H 1.52 -2.58 4.15
H -0.27 -3.26 1.82
H -0.90 -3.83 3.34
H -2.25 -1.18 4.56
H -1.08 -1.41 0.57
H 0.61 -1.10 0.99
H 0.56 1.05 0.12
H -1.17 1.31 0.48
H -0.06 -0.20 -1.60
H -1.05 2.53 3.54
H -3.30 0.95 3.45
H -2.87 1.08 1.75
H -3.77 3.22 3.66
H -2.64 3.70 2.37
H -6.43 2.93 1.63
H -5.79 3.66 3.11
H 1.79 0.43 1.92
H 2.06 -0.68 3.27
H 3.22 1.41 4.40
H 4.05 0.56 3.13
H 2.38 2.61 1.88
H 3.16 3.37 3.23
H 1.60 0.26 5.43
H -0.13 0.40 5.53
H 1.70 2.41 7.74
H 0.51 4.14 5.53
C -2.22 -1.56 -4.27
Si -0.78 -1.82 -5.48
C 0.65 -0.79 -4.76
C -1.31 -0.98 -7.10
N -0.47 -3.45 -5.59
Si 0.71 -4.20 -6.51
C 2.49 -3.72 -6.07
C 0.54 -3.95 -8.39
C 0.61 -6.08 -6.24
H -2.46 -0.49 -4.15
H -3.12 -2.07 -4.62
H -1.96 -1.96 -3.29
H 0.32 0.22 -4.48
H 1.47 -0.67 -5.48
H 1.05 -1.28 -3.87
H -2.09 -1.57 -7.58
H -0.48 -0.88 -7.79
H -1.71 0.03 -6.92
H 2.73 -2.71 -6.41
H 3.22 -4.40 -6.54
H 2.64 -3.77 -4.99
H -0.49 -4.13 -8.70
H 1.19 -4.63 -8.95
H 0.82 -2.93 -8.68
H -0.37 -6.45 -6.54
H 0.76 -6.32 -5.19
H 1.37 -6.61 -6.83
*
```

Computed properties:
E_tot   -2850.74867 hartree
HOMO-LUMO gap   2.931 eV

=====

No. 2
Formula: C21H46GaO2
Source: the Open Molecules 2025 dataset
Level of theory: ωB97M-V with the def2-TZVPD basis set

Structure (ORCA input):
```
! RIJCOSX wB97M-V def2-TZVPD def2/J DEFGRID3
* xyz -1 1
C 1.32 -0.39 4.61
C -0.17 -0.54 4.30
C -0.54 -0.52 2.81
C -2.04 -0.76 2.68
Ga 0.52 -1.94 1.77
C -0.24 -2.16 -0.13
C -0.91 -3.53 -0.38
C -0.46 -4.22 -1.69
C -1.44 -4.18 -2.86
C -1.45 -2.83 -3.61
C -2.60 -1.92 -3.18
C -2.59 -0.52 -3.80
C -1.38 0.33 -3.40
C -1.70 1.18 -2.17
C -0.57 2.02 -1.60
C 0.66 1.24 -1.13
C 1.72 0.95 -2.17
O 2.08 2.16 -2.83
C 3.14 1.99 -3.72
H 1.81 0.21 3.85
H 1.48 0.09 5.57
H 1.81 -1.37 4.61
H -0.54 -1.49 4.71
H -0.72 0.26 4.82
H -0.30 0.47 2.41
H -2.39 -0.61 1.65
H -2.61 -0.07 3.32
H -2.30 -1.77 2.99
H 2.10 -1.56 1.68
H 0.40 -3.36 2.56
H 0.54 -1.97 -0.87
H -1.00 -1.38 -0.23
H -1.99 -3.40 -0.40
H -0.71 -4.21 0.45
H -0.23 -5.27 -1.48
H 0.47 -3.76 -2.01
H -1.18 -4.99 -3.55
H -2.45 -4.36 -2.49
H -0.49 -2.36 -3.39
H -1.48 -2.97 -4.69
H -3.52 -2.43 -3.49
H -2.64 -1.85 -2.09
H -2.71 -0.59 -4.88
H -3.48 0.01 -3.43
H -0.56 -0.33 -3.16
H -1.04 0.97 -4.22
H -2.53 1.84 -2.42
H -2.06 0.50 -1.39
H -0.97 2.52 -0.71
H -0.29 2.81 -2.29
H 1.14 1.83 -0.34
H 0.34 0.31 -0.65
H 1.40 0.22 -2.91
H 2.61 0.54 -1.67
H 3.06 2.73 -4.51
H 3.14 0.99 -4.18
H 4.10 2.12 -3.21
C 1.88 3.57 2.25
C 2.53 3.82 3.61
C 1.31 3.93 4.52
O 0.31 3.08 3.95
C 0.71 2.68 2.64
H 2.55 3.10 1.53
H 1.52 4.51 1.82
H 3.14 2.96 3.90
H 3.16 4.71 3.64
H 0.93 4.96 4.54
H 1.50 3.61 5.54
H 1.00 1.62 2.67
H -0.14 2.77 1.96
*
```

Computed properties:
E_tot   -2902.95311 hartree
HOMO-LUMO gap   7.115 eV

=====

No. 3
Formula: C21H46O16P
Source: the Open Molecules 2025 dataset
Level of theory: ωB97M-V with the def2-TZVPD basis set

Structure (ORCA input):
```
! RIJCOSX wB97M-V def2-TZVPD def2/J DEFGRID3
* xyz -1 1
O 3.69 1.70 -1.35
C 2.76 0.98 -1.60
O 2.46 0.65 -2.88
C 1.91 0.32 -0.53
C 0.45 0.05 -0.89
P -0.51 1.56 -1.57
O -1.30 2.93 -2.28
C -2.00 0.43 -1.94
C -3.35 1.03 -2.28
O -3.91 1.80 -1.21
H 1.47 0.78 -2.96
H 2.42 -0.62 -0.28
H 1.98 0.98 0.35
H -0.05 -0.33 0.01
H 0.39 -0.75 -1.65
H 0.07 1.25 -2.94
H 0.66 2.42 -1.28
H -1.06 1.85 -0.23
H -0.78 3.70 -2.04
H -1.70 -0.27 -2.73
H -2.14 -0.17 -1.02
H -3.28 1.69 -3.15
H -4.06 0.22 -2.53
H -3.30 1.75 -0.47
C 4.53 3.10 1.22
C 3.68 4.28 0.80
O 2.61 4.52 1.75
C 2.91 5.20 2.84
O 3.96 5.71 3.13
O 1.80 5.25 3.59
C 1.92 5.96 4.82
H 3.89 2.23 1.37
H 5.21 2.85 0.41
H 5.10 3.30 2.13
H 3.15 4.05 -0.12
H 4.26 5.19 0.69
H 2.30 6.96 4.65
H 2.59 5.43 5.50
H 0.92 5.98 5.24
C -0.89 3.27 3.10
C -2.38 3.22 3.35
O -2.79 1.94 3.89
C -2.59 1.77 5.19
O -2.20 2.60 5.98
O -3.00 0.54 5.52
C -2.89 0.24 6.91
H -0.59 2.47 2.42
H -0.62 4.22 2.65
H -0.33 3.17 4.03
H -2.94 3.31 2.43
H -2.69 4.00 4.05
H -3.42 0.98 7.51
H -1.85 0.21 7.21
H -3.35 -0.74 7.02
C 4.74 -6.46 0.16
C 5.76 -5.44 -0.30
O 5.41 -4.90 -1.59
C 4.48 -3.94 -1.57
O 3.98 -3.48 -0.57
O 4.28 -3.53 -2.81
C 3.34 -2.44 -2.94
H 4.63 -7.25 -0.58
H 5.08 -6.92 1.10
H 3.78 -5.99 0.34
H 6.73 -5.90 -0.46
H 5.85 -4.63 0.41
H 3.63 -1.61 -2.31
H 2.34 -2.77 -2.66
H 3.37 -2.15 -3.98
C -6.14 -4.91 -5.40
C -4.69 -4.51 -5.27
O -4.53 -3.34 -4.45
C -4.56 -3.55 -3.14
O -4.68 -4.63 -2.60
O -4.42 -2.39 -2.52
C -4.41 -2.46 -1.09
H -6.73 -4.07 -5.78
H -6.23 -5.74 -6.10
H -6.54 -5.22 -4.43
H -4.27 -4.22 -6.23
H -4.09 -5.32 -4.85
H -3.68 -3.19 -0.75
H -5.40 -2.73 -0.72
H -4.13 -1.46 -0.75
*
```

Computed properties:
E_tot   -2373.00175 hartree
HOMO-LUMO gap   7.079 eV

=====

No. 4
Formula: C21H47Cl3N2O8
Source: the Open Molecules 2025 dataset
Level of theory: ωB97M-V with the def2-TZVPD basis set

Structure (ORCA input):
```
! RIJCOSX wB97M-V def2-TZVPD def2/J DEFGRID3
* xyz 0 1
Cl -1.37 -4.58 4.69
C -2.40 -3.74 3.57
Cl -2.38 -4.63 2.01
Cl -1.84 -2.07 3.25
H -3.40 -3.64 3.94
C 3.79 -0.52 1.23
O 3.22 -0.33 2.51
C 2.22 -1.23 2.86
C 1.96 -1.26 4.37
O 1.08 -0.21 4.60
C 1.19 0.26 5.97
H 4.59 0.21 1.16
H 3.03 -0.27 0.49
H 4.13 -1.55 1.09
H 2.43 -2.22 2.49
H 1.21 -0.95 2.42
H 2.86 -1.20 4.98
H 1.40 -2.15 4.56
H 0.49 1.09 6.13
H 2.19 0.62 6.10
H 0.84 -0.45 6.79
C 0.92 -2.12 -1.45
O 1.30 -1.37 -2.60
C 0.36 -0.39 -2.88
C 0.76 0.37 -4.14
O -0.26 1.30 -4.40
C 0.10 2.35 -5.19
H 1.39 -3.06 -1.55
H -0.18 -2.16 -1.48
H 1.39 -1.65 -0.61
H 0.26 0.28 -2.05
H -0.66 -0.78 -3.01
H 0.96 -0.22 -5.07
H 1.72 0.79 -3.94
H 1.04 2.76 -4.82
H -0.73 3.04 -5.16
H 0.29 2.00 -6.23
C -4.59 -3.89 6.72
O -5.07 -4.01 5.41
C -6.09 -3.06 5.15
C -6.40 -3.07 3.68
O -5.23 -2.73 3.01
C -5.41 -2.77 1.59
H -3.96 -4.80 6.80
H -5.39 -3.78 7.47
H -3.91 -3.04 6.83
H -5.75 -2.05 5.37
H -7.01 -3.24 5.71
H -7.11 -2.32 3.47
H -6.73 -4.11 3.45
H -4.46 -2.40 1.16
H -6.34 -2.27 1.30
H -5.59 -3.81 1.35
C 5.65 5.33 -2.16
O 4.97 4.18 -1.59
C 3.59 4.23 -1.43
C 2.85 3.43 -2.51
O 3.14 3.97 -3.85
C 4.00 3.14 -4.62
H 5.63 5.28 -3.23
H 6.63 5.32 -1.65
H 5.22 6.26 -1.83
H 3.29 5.31 -1.46
H 3.32 3.76 -0.45
H 1.79 3.46 -2.40
H 3.14 2.37 -2.52
H 4.47 3.76 -5.35
H 3.41 2.33 -5.11
H 4.73 2.69 -3.93
C -1.75 -3.59 -3.67
C -2.66 -2.69 -4.42
N -3.44 -1.98 -4.93
H -2.28 -4.56 -3.48
H -1.48 -3.03 -2.77
H -0.83 -3.74 -4.34
C 0.26 5.69 -4.04
C 0.28 5.55 -2.57
N 0.44 5.32 -1.46
H 0.43 6.75 -4.31
H -0.72 5.32 -4.44
H 1.05 5.12 -4.52
*
```

Computed properties:
E_tot   -2920.08578 hartree
HOMO-LUMO gap   9.715 eV

=====

No. 5
Formula: C21H49AsF6IN7O7Y
Source: the Open Molecules 2025 dataset
Level of theory: ωB97M-V with the def2-TZVPD basis set

Structure (ORCA input):
```
! RIJCOSX wB97M-V def2-TZVPD def2/J DEFGRID3
* xyz 1 1
Y 16.98 -26.79 -18.30
As 17.93 -31.08 -17.35
F 19.19 -30.57 -16.30
F 19.04 -31.01 -18.68
F 16.68 -31.56 -18.46
F 16.83 -31.04 -16.05
F 17.52 -29.45 -17.66
F 18.32 -32.70 -17.04
I 14.74 -25.32 -19.65
C 14.18 -24.23 -15.80
C 14.76 -25.60 -15.58
O 15.56 -26.11 -16.36
N 14.20 -26.35 -14.59
C 14.65 -27.70 -14.25
H 14.99 -23.50 -15.82
H 13.47 -23.93 -15.02
H 13.66 -24.22 -16.76
H 13.47 -25.96 -14.04
H 14.95 -28.21 -15.17
H 13.83 -28.24 -13.80
H 15.51 -27.66 -13.58
C 21.50 -26.66 -17.85
C 20.52 -27.71 -18.26
O 19.33 -27.46 -18.29
N 20.96 -28.95 -18.51
C 22.32 -29.43 -18.68
H 21.52 -25.87 -18.61
H 22.53 -27.03 -17.87
H 21.26 -26.22 -16.90
H 20.21 -29.59 -18.73
H 22.75 -29.10 -19.63
H 22.32 -30.51 -18.65
H 22.98 -29.07 -17.88
C 12.81 -28.30 -17.60
C 14.15 -28.94 -17.72
O 15.19 -28.26 -17.82
N 14.20 -30.27 -17.83
C 13.09 -31.20 -17.86
H 12.28 -28.39 -18.55
H 12.95 -27.23 -17.43
H 12.22 -28.71 -16.77
H 15.11 -30.66 -18.06
H 12.31 -30.91 -17.14
H 13.39 -32.20 -17.58
H 12.58 -31.21 -18.83
C 15.55 -29.55 -21.49
C 16.87 -29.14 -20.95
O 16.94 -28.33 -20.03
N 17.96 -29.70 -21.49
C 19.32 -29.26 -21.25
H 14.79 -29.69 -20.73
H 15.59 -30.50 -22.04
H 15.22 -28.76 -22.17
H 17.83 -30.43 -22.18
H 19.86 -29.94 -20.60
H 19.32 -28.22 -20.94
H 19.86 -29.25 -22.21
C 16.69 -22.55 -18.24
C 17.71 -23.41 -17.54
O 17.65 -24.61 -17.58
N 18.69 -22.77 -16.86
C 19.67 -23.44 -16.06
H 16.87 -21.48 -18.18
H 15.68 -22.84 -17.97
H 16.74 -22.80 -19.31
H 18.62 -21.77 -16.81
H 19.52 -24.51 -16.17
H 19.51 -23.21 -15.00
H 20.68 -23.16 -16.36
C 19.63 -23.75 -20.30
C 18.76 -24.88 -20.75
O 18.29 -25.70 -19.97
N 18.51 -24.93 -22.07
C 17.70 -25.93 -22.72
H 20.17 -23.31 -21.13
H 20.35 -24.06 -19.55
H 19.01 -22.97 -19.85
H 18.99 -24.29 -22.68
H 16.97 -25.46 -23.38
H 17.15 -26.49 -21.97
H 18.29 -26.63 -23.32
C 18.08 -26.23 -13.90
C 18.30 -27.28 -14.96
O 17.96 -27.05 -16.12
N 18.77 -28.48 -14.60
C 19.19 -28.91 -13.30
H 18.99 -26.00 -13.34
H 17.31 -26.57 -13.21
H 17.74 -25.33 -14.41
H 18.86 -29.18 -15.34
H 20.08 -29.52 -13.40
H 18.40 -29.50 -12.83
H 19.38 -28.07 -12.64
*
```

Computed properties:
E_tot   -4910.92462 hartree
HOMO-LUMO gap   8.250 eV

=====

No. 6
Formula: C21H49Cl2IN3O6P
Source: the Open Molecules 2025 dataset
Level of theory: ωB97M-V with the def2-TZVPD basis set

Structure (ORCA input):
```
! RIJCOSX wB97M-V def2-TZVPD def2/J DEFGRID3
* xyz 0 1
C -3.14 -2.88 2.21
C -1.66 -2.71 2.40
O -0.95 -3.49 3.02
O -1.15 -1.56 1.84
C -0.51 -1.85 0.58
P -0.49 -0.28 -0.44
N -2.31 -0.31 -0.44
C -0.39 1.36 0.42
C -1.53 2.35 0.16
C -0.98 3.79 0.16
I -3.02 2.33 1.72
C 1.44 -0.39 -0.61
Cl 2.22 -0.21 0.99
C 2.01 -1.60 -1.43
C 1.01 -2.24 -2.38
Cl 2.76 -2.91 -0.46
H -3.49 -2.30 1.37
H -3.37 -3.93 2.12
H -3.64 -2.48 3.09
H -1.10 -2.61 0.06
H 0.48 -2.23 0.80
H -0.55 -0.20 -1.85
H -2.65 -1.26 -0.56
H -2.62 0.18 -1.27
H -0.33 1.17 1.49
H 0.54 1.85 0.15
H -2.01 2.20 -0.79
H -0.14 3.83 -0.53
H -1.76 4.46 -0.20
H -0.68 4.08 1.16
H 1.75 0.49 -1.17
H 2.82 -1.22 -2.04
H 1.56 -2.92 -3.04
H 0.62 -1.46 -3.03
H 0.21 -2.77 -1.88
C 2.80 -2.34 -9.54
O 3.57 -1.22 -9.15
C 3.00 0.03 -9.53
C 2.62 0.83 -8.31
N 1.49 0.21 -7.61
C 1.17 0.81 -6.32
C 2.21 0.68 -5.21
O 2.41 -0.65 -4.76
C 3.39 -1.39 -5.46
H 3.37 -3.23 -9.27
H 1.84 -2.38 -9.02
H 2.63 -2.35 -10.62
H 2.14 -0.12 -10.18
H 3.76 0.58 -10.09
H 2.33 1.84 -8.61
H 3.51 0.91 -7.67
H 1.69 -0.77 -7.48
H 0.25 0.35 -5.97
H 0.96 1.87 -6.47
H 1.82 1.23 -4.35
H 3.17 1.14 -5.47
H 4.19 -0.75 -5.84
H 2.95 -1.95 -6.30
H 3.81 -2.11 -4.77
C -3.69 1.96 9.23
O -2.30 1.69 9.35
C -1.98 0.30 9.41
C -1.19 -0.12 8.19
N -2.02 -0.08 6.99
C -1.28 -0.29 5.74
C -0.27 0.76 5.33
O -0.85 2.01 4.99
C -1.04 2.90 6.08
H -3.81 3.04 9.28
H -4.09 1.60 8.28
H -4.25 1.50 10.05
H -2.89 -0.30 9.50
H -1.37 0.14 10.30
H -0.83 -1.14 8.34
H -0.32 0.55 8.12
H -2.48 0.82 6.94
H -2.02 -0.37 4.94
H -0.78 -1.26 5.80
H 0.22 0.40 4.41
H 0.53 0.89 6.07
H -0.28 2.77 6.85
H -2.03 2.79 6.53
H -0.97 3.91 5.68
*
```

Computed properties:
E_tot   -3004.51607 hartree
HOMO-LUMO gap   8.752 eV